10
Properties=species:S:1:pos:R:3:forces:R:3 method="wB97M-V/def2-TZVPD" largest_force_ha_per_bohr=0.06202 gap_ev=9.392 e_tot_ev=-9108.4586 charge=+1 homo_energy_ha=-0.6089 relative_energy_kj_mol=202.2
C -0.054698 -1.438462 -1.819873 0.8 -1.3 -0.8
C -0.493476 0.383393 -0.096341 0.2 0.6 -0.2
C -0.291756 -0.056808 -1.556592 -1.4 -1.9 2.2
N 0.122265 -2.526931 -2.146945 -0.1 0.4 0.4
N -1.738031 0.948911 -0.479861 -0.6 -0.9 -0.2
N -1.742877 0.303292 -1.588830 -0.1 1.4 1.2
N -0.044774 0.168758 1.086710 -0.1 -0.1 -0.1
H 0.201817 0.602509 -2.164747 1.6 1.7 -1.4
H 0.819749 -0.308134 1.327508 0.2 -0.2 -0.7
H -0.539605 0.436272 1.938538 -0.4 0.4 -0.4